Below is a molecular structure, C11H28IrN6O, with properties calculated with ωB97M-V/def2-TZVPD.

```
47
Properties=species:S:1:pos:R:3:forces:R:3:nbo_charge:R:1
Ir -0.0500 -0.2058 -0.3822 0.07 -0.09 -0.09 1.233
C 2.2696 2.0486 -1.3459 -0.01 0.03 0.04 -0.459
C 0.8232 2.2623 -1.7552 0.01 -0.05 -0.03 -0.235
N -0.1506 1.8457 -0.6910 -0.02 -0.21 0.10 -0.553
C -1.5638 2.2323 -1.0715 0.00 0.02 -0.03 -0.258
C -2.3357 1.0018 -1.4959 0.00 -0.02 0.01 -0.261
N -2.1393 -0.0807 -0.4819 0.07 0.17 0.04 -0.584
C -2.8840 0.1675 0.8020 0.02 -0.05 0.00 -0.237
C -2.0667 0.8401 1.8997 0.04 -0.01 -0.02 -0.447
C -1.0025 -0.0609 2.4954 -0.03 0.00 -0.06 -0.232
N 0.2043 -0.2543 1.6121 0.04 -0.06 -0.01 -0.445
C 1.4045 0.5739 1.9400 -0.02 0.00 0.02 -0.244
C 2.5436 0.0595 1.0751 0.02 -0.02 0.01 -0.265
N 2.0643 -0.2394 -0.3229 -0.16 0.09 0.14 -0.583
C 2.7309 0.6046 -1.3638 0.00 -0.04 -0.04 -0.228
H 2.4645 2.5194 -0.3758 0.00 0.01 -0.01 0.224
H 2.8922 2.5962 -2.0557 0.01 0.00 0.00 0.294
H 0.5829 1.6962 -2.6618 -0.02 0.03 0.00 0.218
H 0.6375 3.3151 -1.9715 0.04 0.01 0.01 0.255
H 0.0980 2.3668 0.1463 -0.03 0.11 -0.04 0.412
H -1.5307 2.9503 -1.8899 0.00 0.02 0.02 0.263
H -2.0314 2.7311 -0.2264 -0.02 -0.02 0.01 0.241
H -1.9761 0.6233 -2.4582 0.00 0.00 0.00 0.229
H -3.3951 1.2335 -1.6171 0.00 0.00 -0.02 0.269
H -2.5162 -0.9378 -0.8834 -0.02 -0.01 0.02 0.428
H -3.2264 -0.8033 1.1625 -0.02 0.01 -0.01 0.236
H -3.7756 0.7505 0.5690 0.01 0.03 0.01 0.247
H -2.7571 1.1008 2.7045 -0.02 -0.04 0.00 0.294
H -1.6353 1.7894 1.5807 -0.01 0.03 0.04 0.207
H -1.4206 -1.0547 2.6608 0.00 0.01 0.05 0.227
H -0.6432 0.3076 3.4565 0.00 0.07 -0.03 0.259
H 0.5015 -1.2201 1.7707 -0.03 -0.02 -0.04 0.413
H 1.6396 0.4622 3.0000 0.01 -0.01 -0.01 0.268
H 1.1685 1.6229 1.7698 -0.01 0.01 -0.02 0.213
H 2.9425 -0.8607 1.5045 0.00 -0.01 -0.02 0.244
H 3.3632 0.7756 1.0464 0.00 0.01 0.01 0.263
H 2.3311 -1.2012 -0.5229 0.04 0.01 -0.03 0.422
H 2.5116 0.1500 -2.3329 0.01 0.00 0.00 0.228
H 3.8093 0.5421 -1.2103 0.01 0.01 -0.02 0.249
N 0.4375 -4.2105 -1.5766 0.03 0.00 0.01 -0.761
C 0.0155 -3.5552 -0.5010 -0.09 0.00 -0.05 0.812
N -0.3328 -4.2442 0.5865 0.04 0.00 0.02 -0.773
O -0.0550 -2.2815 -0.5268 0.05 -0.01 0.02 -0.810
H 0.4545 -5.2183 -1.6218 0.00 0.00 0.00 0.440
H 0.6753 -3.7049 -2.4132 0.00 0.00 0.00 0.431
H -0.3106 -5.2529 0.6075 0.00 0.00 0.00 0.441
H -0.7665 -3.7835 1.3658 -0.01 0.00 0.00 0.416
```
Positions in Å, forces in eV/Å.

Output
gap between HOMO and LUMO	8.75	eV
total charge	+3
energy	-943.12339	Eh
max |F|	0.24	eV/A
energy relative to the best compared isomer or geometry (same formula, charge and spin)	0.000	eV


Below is a molecular structure, C19H38IrNO4P3 at a distorted geometry, with properties calculated with ωB97M-V/def2-TZVPD.

```
66
Properties=species:S:1:pos:R:3:forces:R:3:nbo_charge:R:1
P -2.6318 0.0039 1.1601 -3.09 0.85 0.35 1.406
C -2.6753 0.2574 2.9419 0.87 -0.12 0.33 -0.984
H -3.7317 0.3624 3.2466 0.37 -0.04 -0.13 0.305
H -2.1066 1.1702 3.1768 -0.38 -0.33 0.06 0.238
H -2.2143 -0.6107 3.4366 -0.24 0.32 0.04 0.283
C -3.4365 1.5051 0.5161 0.54 0.13 -0.20 -0.980
H -3.8016 1.3612 -0.5051 -0.01 0.17 0.35 0.260
H -2.6807 2.3029 0.5384 -0.43 0.04 -0.02 0.253
H -4.2770 1.7518 1.1794 0.17 0.00 -0.10 0.301
C -3.8150 -1.3559 0.8946 0.88 -0.32 -0.22 -0.976
H -4.7951 -1.0302 1.2687 0.18 -0.03 -0.05 0.307
H -3.4525 -2.2226 1.4649 -0.32 0.09 -0.17 0.281
H -3.8664 -1.6017 -0.1724 -0.23 -0.15 0.46 0.252
P 1.0385 -3.0013 -0.7596 0.32 -0.78 0.13 1.110
C 1.9382 -3.8158 0.6081 0.07 0.18 -0.01 -0.947
H 2.3738 -4.7561 0.2310 -0.08 0.29 0.09 0.291
H 1.2515 -4.0574 1.4332 0.18 0.14 -0.29 0.274
H 2.7357 -3.1503 0.9689 -0.20 -0.34 -0.07 0.267
C -0.4521 -4.0013 -1.0088 0.15 -0.52 -0.15 -0.957
H -0.8250 -3.8693 -2.0289 0.01 -0.44 0.35 0.240
H -1.2069 -3.6261 -0.2938 0.32 -0.34 -0.28 0.239
H -0.2530 -5.0595 -0.8093 -0.15 0.11 -0.15 0.292
C 2.1972 -2.8447 -2.1635 -0.12 -0.51 -0.07 -0.961
H 2.3903 -3.8416 -2.5756 0.27 0.23 -0.08 0.292
H 3.1338 -2.3994 -1.7881 -0.28 -0.32 -0.07 0.272
H 1.7936 -2.1917 -2.9510 0.26 -0.44 0.33 0.225
P 1.8576 1.6171 -0.9484 0.83 1.31 -0.38 1.439
C 3.1990 2.2041 0.1190 -0.30 -0.37 -0.08 -0.952
H 3.2987 3.2794 -0.0628 0.12 -0.11 0.05 0.290
H 4.1118 1.6712 -0.1645 -0.03 0.14 0.24 0.300
H 2.9417 1.9961 1.1620 0.32 0.11 -0.27 0.231
C 2.6053 1.3790 -2.5824 -0.24 -0.08 0.00 -0.972
H 3.3749 2.1502 -2.7297 -0.10 -0.20 0.09 0.314
H 1.8621 1.4659 -3.3804 0.39 0.02 0.18 0.268
H 3.0633 0.3787 -2.6037 0.03 0.32 -0.08 0.282
C 0.6082 2.9224 -0.8787 -0.33 -0.12 -0.01 -0.973
H 1.0549 3.8554 -1.2494 0.00 -0.16 0.11 0.305
H 0.3028 3.0209 0.1694 0.12 0.15 -0.32 0.268
H -0.2777 2.6885 -1.4711 0.33 0.20 0.22 0.262
Ir -0.2205 -0.7906 -1.1113 0.99 1.27 1.03 0.420
C -0.5553 -1.1367 0.7688 0.06 -2.76 3.60 0.385
O -0.3048 -1.5901 1.8288 -0.49 1.41 -2.54 -0.479
C 1.4446 -0.3041 -0.1999 3.61 -0.84 2.18 0.256
O 2.3304 -0.6119 0.5682 -2.50 1.32 -2.20 -0.498
C -0.0074 -0.4148 -3.3549 0.54 -0.54 0.01 -0.251
C -0.5707 0.8162 -3.0020 -0.41 1.66 -0.78 -0.240
C -1.7533 0.8541 -2.2648 -0.51 0.26 0.05 -0.170
C -2.4610 -0.3268 -2.0194 -1.49 1.21 0.28 -0.225
C -1.8935 -1.5638 -2.3697 0.08 -0.90 0.25 -0.266
C -0.7023 -1.6078 -3.1254 -0.20 -0.54 -0.51 -0.192
H 0.9878 -0.4330 -3.7649 -0.08 -0.16 -0.54 0.272
H -0.0681 1.7488 -3.2619 -0.27 -0.40 0.00 0.255
H -2.1006 1.7997 -1.8377 -0.14 -0.33 -0.53 0.257
H -3.4377 -0.2859 -1.5232 0.59 -0.07 -0.48 0.259
H -2.3618 -2.4724 -2.0076 -0.17 0.04 -0.57 0.284
H -0.2592 -2.5547 -3.3879 -0.09 0.00 -0.31 0.281
N 1.7683 2.9524 4.4296 0.54 -0.14 -0.05 -0.665
C 0.5268 2.8078 3.6328 0.36 -0.32 0.16 -0.321
C 0.8478 1.6204 2.7194 -4.31 1.06 -3.16 0.709
O 1.8933 0.9719 3.0447 0.32 -1.06 -0.52 -0.115
O 0.0732 1.4080 1.7457 2.55 -0.07 2.40 -0.592
H 2.2319 2.0056 4.3672 0.16 1.39 1.44 0.455
H 1.5836 3.2843 5.3722 0.27 -0.13 0.60 0.487
H 2.3899 3.6269 3.9730 0.23 0.05 0.26 0.465
H -0.3215 2.5364 4.2689 0.16 -0.02 0.01 0.294
H 0.3060 3.7522 3.1232 -0.04 -0.46 -0.25 0.291
```
Positions in Å, forces in eV/Å.

Output
gap between HOMO and LUMO (spin up / spin down)	5.72 / 3.75	eV
<S²>	8.7929
total charge	+4
energy	-2229.08737	Eh
max |F|	5.45	eV/A
energy relative to the best compared isomer or geometry (same formula, charge and spin)	1.403	eV
multiplicity	6


Below is a single C16H22N2 molecule, with properties calculated with ωB97M-V/def2-TZVPD.

```
40
Properties=species:S:1:pos:R:3:forces:R:3:nbo_charge:R:1
C -3.9670 -2.0009 0.2833 -0.13 0.00 -0.13 -0.219
C -2.9592 -1.9494 1.2505 0.13 -0.12 0.18 -0.240
C -2.1391 -0.8511 1.3737 -0.01 -0.01 -0.02 -0.211
C -2.3262 0.2258 0.5067 -0.39 0.08 -0.31 -0.031
C -1.6807 1.4916 0.3417 -0.08 0.17 -0.04 -0.129
C -0.5125 2.0182 1.1238 -0.03 0.25 -0.15 -0.246
N 0.7139 2.2424 0.3689 0.15 0.39 -0.05 -0.615
C 1.5031 1.0823 -0.0347 -0.16 -0.12 0.01 -0.048
C 2.0051 0.3408 1.2098 0.20 0.13 -0.11 -0.419
C 3.4203 -0.2271 1.0815 -0.05 -0.04 -0.07 -0.388
C 3.7476 -0.8908 -0.2602 -0.04 -0.15 0.18 -0.402
C 2.5968 -1.6794 -0.8883 0.21 0.11 -0.28 -0.405
C 1.6917 -0.8132 -1.7641 -0.21 -0.14 0.21 -0.389
C 0.7700 0.1288 -0.9942 0.30 0.10 -0.19 -0.418
C -2.3236 2.1177 -0.6864 0.26 0.09 0.31 -0.025
N -3.3251 1.3221 -1.1771 -0.23 0.11 -0.36 -0.521
C -3.3528 0.1580 -0.4666 0.21 -0.33 0.40 0.110
C -4.1788 -0.9524 -0.5852 -0.10 -0.07 -0.05 -0.227
H -4.5902 -2.8807 0.2192 -0.06 -0.06 -0.02 0.211
H -2.8276 -2.7929 1.9125 0.02 -0.05 0.06 0.211
H -1.3658 -0.8222 2.1277 0.08 -0.01 0.08 0.209
H -0.7819 2.9895 1.5576 0.01 -0.21 0.10 0.207
H -0.2905 1.3373 1.9451 -0.03 0.07 0.09 0.203
H 0.4984 2.8034 -0.4492 0.04 -0.05 0.07 0.348
H 2.3658 1.5106 -0.5597 0.01 -0.07 -0.01 0.188
H 2.0015 1.0409 2.0475 -0.07 -0.04 0.04 0.222
H 1.3105 -0.4664 1.4480 -0.08 -0.03 0.07 0.192
H 3.5584 -0.9565 1.8835 0.08 0.03 0.03 0.199
H 4.1439 0.5743 1.2469 0.02 0.00 0.09 0.201
H 4.0738 -0.1321 -0.9747 0.07 0.00 -0.05 0.192
H 4.5973 -1.5594 -0.1015 0.05 0.07 -0.06 0.208
H 2.0080 -2.1713 -0.1133 -0.06 -0.14 0.06 0.196
H 3.0209 -2.4631 -1.5217 -0.04 -0.05 0.07 0.207
H 1.0649 -1.4675 -2.3764 0.04 0.05 -0.07 0.206
H 2.3181 -0.2313 -2.4459 0.03 -0.01 -0.07 0.188
H 0.2098 0.7259 -1.7209 -0.06 -0.03 0.06 0.203
H 0.0451 -0.4612 -0.4309 -0.06 0.00 -0.01 0.204
H -2.1418 3.0872 -1.1120 0.02 0.16 -0.08 0.206
H -3.9439 1.5617 -1.9324 0.08 -0.03 0.10 0.412
H -4.9584 -0.9897 -1.3324 -0.08 -0.04 -0.06 0.209
```
Positions in Å, forces in eV/Å.

Output
gap between HOMO and LUMO	8.65	eV
SMILES	c1ccc2c(CNC3CCCCCC3)c[nH]c2c1
total charge	0
energy	-732.39831	Eh
max |F|	0.56	eV/A
energy relative to the best compared isomer or geometry (same formula, charge and spin)	0.770	eV


Below is a molecular structure, C22H50N3P3RuS at a distorted geometry, with properties calculated with ωB97M-V/def2-TZVPD.

```
80
Properties=species:S:1:pos:R:3:forces:R:3:mulliken_spin:R:1
Ru 0.7931 1.5703 -1.6980 1.32 -0.18 0.84 1.740
P -0.7844 0.0068 -2.4474 -1.88 -0.94 -1.33 -0.013
P 1.6507 -0.3528 -0.5061 1.63 -2.45 1.07 -0.007
P 2.3556 0.9850 -3.3354 1.26 0.28 -2.82 -0.024
H 0.9544 4.6735 -1.4982 -0.39 -1.63 -0.93 0.000
C 1.0745 3.8801 -2.3153 -0.39 0.58 -0.90 0.065
C 0.0355 3.2347 -3.0429 0.53 3.12 1.42 0.040
H -0.9979 3.5839 -2.7483 0.98 -0.72 -0.15 0.021
C -2.3074 -0.0892 -1.4528 -0.40 0.14 0.58 0.062
C -0.7580 -1.7649 -2.9789 0.56 -0.58 -0.29 0.013
C -1.4212 0.9169 -3.9098 -0.50 -0.20 -0.33 0.030
C 3.0186 -0.3624 0.7750 -0.10 1.08 0.04 0.004
C 0.4439 -1.1647 0.6008 -0.65 -0.22 0.53 -0.005
C 2.3744 -1.9000 -1.2644 -0.11 -0.20 -0.85 0.004
C 2.3700 2.2141 -4.7441 -0.20 0.38 0.68 0.018
C 2.2748 -0.4184 -4.4709 -0.32 -1.38 -0.03 0.005
C 4.1241 1.0200 -2.8447 0.19 0.15 0.39 0.029
H 2.0897 3.9753 -2.7296 -0.53 -0.22 0.22 -0.002
H 0.0946 3.0542 -4.1138 0.60 -0.07 0.41 0.008
H -2.2633 0.6005 -0.6189 -0.11 0.19 0.18 -0.041
H -2.5346 -1.0805 -1.0504 0.30 0.02 -0.15 -0.002
H -3.1520 0.1939 -2.0829 0.02 -0.03 0.09 0.018
H -0.6799 -2.4976 -2.1621 0.02 0.53 0.08 -0.003
H 0.0465 -2.0233 -3.6726 0.00 0.29 0.04 0.002
H -1.6906 -2.0291 -3.5052 0.11 0.56 0.19 0.007
H -1.1285 1.9589 -3.8054 -0.75 -0.99 -0.40 -0.013
H -2.5232 0.8727 -3.9227 0.47 -0.19 -0.24 0.008
H -1.0186 0.5328 -4.8580 -0.11 0.01 0.26 0.001
H 3.2571 -1.4113 1.0134 -0.06 0.60 -0.19 0.002
H 2.6480 0.1213 1.6841 0.26 -0.19 -0.16 0.004
H 3.9114 0.1690 0.4164 -0.15 -0.24 0.18 -0.005
H 1.0138 -1.8257 1.2975 -0.38 0.42 -0.64 -0.002
H -0.3277 -1.7784 0.0944 0.46 0.43 0.09 -0.002
H -0.0619 -0.4120 1.2250 0.06 -0.17 -0.18 0.014
H 2.6792 -2.5351 -0.4190 -0.26 0.26 -0.34 -0.001
H 3.2839 -1.7451 -1.8750 -0.48 0.18 0.36 0.000
H 1.6733 -2.4896 -1.8639 0.03 0.29 0.01 0.001
H 3.3295 2.2587 -5.3081 -0.67 -0.38 0.52 0.000
H 2.2538 3.1402 -4.1885 0.11 0.37 -1.04 -0.005
H 1.5186 2.0550 -5.4414 0.59 0.09 0.51 0.002
H 3.0285 -0.2783 -5.2503 0.15 0.23 0.23 -0.001
H 1.3307 -0.4679 -5.0213 -0.07 0.20 0.23 0.000
H 2.4542 -1.4112 -4.0539 -0.03 0.12 0.17 0.000
H 4.6874 1.4072 -3.7062 -0.16 -0.19 0.24 0.006
H 4.5186 0.0235 -2.6027 -0.22 0.26 -0.01 0.006
H 4.3142 1.6976 -1.9996 -0.07 -0.20 -0.20 -0.011
C -0.4997 2.5787 2.5021 -0.51 -0.53 0.85 0.135
C 0.8761 2.3311 2.6661 1.58 0.02 -0.08 0.096
C 1.7638 2.3921 1.6091 -1.31 -0.60 0.24 -0.023
C 1.3002 2.7240 0.3110 -1.53 0.96 0.27 0.147
C -0.1608 2.7964 0.0952 2.42 -0.24 0.97 0.026
C -0.9661 2.4736 1.2004 -1.97 0.42 -1.55 0.168
S -1.4726 2.9097 3.9267 1.50 -0.46 -0.51 0.499
H -2.2417 3.8506 3.4031 -0.73 0.22 -0.51 -0.001
H 1.2592 2.1276 3.6469 0.21 0.16 0.47 -0.002
H 2.7905 2.1356 1.7434 0.53 0.38 0.29 -0.004
H 2.0751 3.1015 -0.3854 -0.63 -0.07 0.33 0.023
H -0.5726 3.3138 -0.7667 -0.37 -0.30 0.28 -0.034
H -2.0067 2.1400 1.0164 0.42 1.01 0.22 -0.016
C -3.2841 -3.6261 2.1058 0.33 -0.71 -1.33 -0.001
N -2.9145 -3.1416 3.3957 -0.87 0.71 -0.70 0.497
C -3.7149 -3.6525 4.4665 -0.98 -0.67 0.50 0.006
C -2.2203 -1.9656 3.5095 0.71 0.11 2.59 -0.078
N -2.0856 -1.0581 2.5905 -0.24 0.29 -0.66 0.551
N -1.7485 -1.6731 4.7482 0.05 0.21 -1.33 -0.043
C -1.3753 -2.6632 5.7170 0.30 -0.96 0.66 0.003
C -1.1831 -0.3531 4.9022 -0.23 0.45 0.34 0.004
H -4.1671 -3.1259 1.6965 -0.17 0.06 0.30 0.029
H -2.4817 -3.5327 1.3766 0.15 0.10 0.14 0.005
H -3.5108 -4.6833 2.1855 -0.12 -0.15 0.01 0.011
H -3.1999 -4.4069 5.0436 0.34 -0.27 0.23 0.036
H -4.0727 -2.8937 5.1454 0.24 0.51 0.14 0.013
H -4.5904 -4.1543 4.0590 0.04 0.02 -0.23 0.012
H -2.6120 -1.2560 1.7612 -0.22 -0.38 -0.68 -0.034
H -0.4682 -2.2976 6.1997 -0.03 -0.35 0.05 -0.001
H -2.1440 -2.8053 6.4942 0.32 0.01 -0.25 0.001
H -1.1662 -3.6285 5.2186 0.05 0.45 0.40 0.000
H -0.2116 -0.2316 4.4047 -0.08 -0.17 -0.05 -0.001
H -1.9051 0.3294 4.4438 0.32 0.18 0.42 0.003
H -1.0419 -0.1630 5.9694 -0.19 0.13 -0.21 0.000
```
Positions in Å, forces in eV/Å.

Output
gap between HOMO and LUMO (spin up / spin down)	6.67 / 4.19	eV
<S²>	6.0708
total charge	+4
energy	-2547.97707	Eh
max |F|	3.47	eV/A
energy relative to the best compared isomer or geometry (same formula, charge and spin)	1.257	eV
multiplicity	5